The following is a quantum chemistry calculation of a 2-piece molecular cluster, C33H29BF8O2S overall in a non-equilibrium geometry, from OMol25.

XYZ file:
```
74
C33H29BF8O2S ωB97M-V with the def2-TZVPD basis set
C 7.61 2.41 -0.81
C 6.25 1.89 -1.07
C 5.88 1.07 -2.11
C 4.52 0.61 -2.04
C 3.87 1.13 -0.94
B 2.41 0.75 -0.40
C 2.65 -0.66 0.40
C 2.84 -0.63 1.77
C 2.77 -1.81 2.49
C 2.90 -1.77 3.99
F 3.49 -2.90 4.47
F 3.64 -0.70 4.40
F 1.67 -1.67 4.60
C 2.55 -3.03 1.86
C 2.41 -3.05 0.48
C 2.15 -4.34 -0.24
F 0.93 -4.31 -0.87
F 3.10 -4.56 -1.20
F 2.15 -5.42 0.59
C 2.50 -1.87 -0.26
O 1.93 1.78 0.49
C 0.59 2.22 0.39
C 0.02 2.20 -1.06
C -1.47 2.22 -0.94
C 0.48 3.41 -1.84
C 0.37 0.87 -1.79
O 1.70 0.48 -1.61
S 4.89 2.26 -0.06
H 8.28 2.14 -1.62
H 7.57 3.50 -0.73
H 8.02 2.02 0.12
H 6.57 0.77 -2.89
H 4.08 -0.08 -2.75
H 3.06 0.31 2.27
H 2.47 -3.94 2.44
H 2.46 -1.91 -1.34
H -0.03 1.59 1.06
H 0.55 3.25 0.79
H -1.98 2.19 -1.91
H -1.72 1.29 -0.42
H -1.81 3.06 -0.34
H 0.01 3.40 -2.83
H 0.16 4.31 -1.30
H 1.57 3.41 -1.95
H -0.29 0.06 -1.44
H 0.22 0.99 -2.87
F -5.37 4.18 0.16
C -4.53 3.52 1.02
C -4.01 4.21 2.11
C -3.20 3.50 3.01
C -2.81 2.19 2.73
C -3.25 1.53 1.55
C -2.67 0.29 1.07
C -3.48 -0.62 0.37
C -3.42 -2.01 0.38
C -4.20 -2.82 -0.50
C -5.01 -2.28 -1.55
C -5.56 -3.15 -2.48
F -6.34 -2.63 -3.48
C -5.42 -4.54 -2.42
C -4.68 -5.07 -1.35
C -4.11 -4.23 -0.40
C -4.21 2.20 0.75
H -4.23 5.27 2.23
H -2.83 4.00 3.90
H -2.10 1.66 3.38
H -1.66 0.01 1.37
H -4.29 -0.19 -0.22
H -2.76 -2.51 1.10
H -5.17 -1.21 -1.66
H -5.92 -5.18 -3.14
H -4.59 -6.15 -1.23
H -3.55 -4.63 0.45
H -4.64 1.73 -0.14
```

Properties
Gap between HOMO and LUMO = 0.0783 hartree
E_tot = -72036.6624 eV